1.
{"formula": "C3H7O2S", "method": "ωB97M-V with the def2-TZVPD basis set", "elements": ["C", "C", "S", "H", "H", "H", "H", "H", "H", "O", "C", "O", "H"], "coordinates": [[-3.3612, -0.1086, 0.4171], [-1.9702, 0.5714, 0.3890], [-0.8814, -0.2253, -0.8796], [-3.0864, -1.0482, 0.8917], [-3.5936, -0.2776, -0.6370], [-4.1912, 0.4444, 0.8536], [-1.9550, 1.6000, 0.0090], [-1.4423, 0.5698, 1.3421], [0.8132, 0.3209, -0.1377], [3.6676, -0.1320, 0.0459], [2.4932, -0.3445, 0.1427], [1.5526, 0.4623, 0.6260], [2.0662, -1.3203, -0.1597]], "mulliken_charge": [-0.961, -0.442, -0.688, 0.242, 0.225, 0.325, 0.277, 0.273, 0.170, -0.526, 0.222, -0.398, 0.281], "gap_ev": 7.28, "energy_ha": -667.2152, "de_lowest_ev": 0.764, "charge": -1, "spin_multiplicity": 1}

2.
{"formula": "C30H26BrCrN7O5S", "method": "ωB97M-V with the def2-TZVPD basis set", "elements": ["Cr", "Br", "C", "C", "C", "C", "C", "C", "N", "C", "C", "C", "C", "C", "C", "N", "H", "H", "H", "H", "H", "H", "H", "H", "H", "O", "N", "N", "O", "C", "C", "C", "C", "C", "C", "H", "H", "H", "H", "H", "O", "S", "O", "N", "C", "O", "C", "C", "C", "C", "C", "C", "H", "H", "H", "H", "C", "C", "C", "C", "N", "N", "C", "H", "H", "H", "H", "H", "H", "H", "H"], "coordinates": [[-0.9145, -0.2870, -0.9855], [4.5116, 3.4099, 1.4012], [3.4858, 2.8668, -0.1033], [4.1401, 2.4537, -1.1924], [3.5469, 2.0619, -2.5495], [1.2853, 1.3692, -1.5983], [1.3918, 1.5361, -0.1277], [1.9748, 2.9037, 0.1652], [0.7651, 0.1611, -2.1339], [0.7375, -0.0967, -3.3777], [-0.4442, -0.8287, -3.8476], [-0.5477, -1.4603, -5.0700], [-1.7804, -1.9955, -5.4276], [-2.8507, -1.8634, -4.5628], [-2.6612, -1.2152, -3.3487], [-1.4882, -0.7024, -3.0002], [5.2241, 2.4327, -1.1439], [3.9611, 2.7630, -3.2818], [1.4947, 0.7126, 0.5656], [1.8025, 3.1643, 1.2096], [1.4312, 0.3475, -4.0863], [0.3095, -1.5355, -5.7244], [-1.8980, -2.5031, -6.3752], [-3.8261, -2.2552, -4.8119], [-3.4644, -1.0974, -2.6327], [-2.5581, 0.3414, -0.3748], [-2.7329, 0.4569, 0.9263], [-1.7025, 0.1563, 1.5747], [-0.5956, -0.1947, 0.9795], [-1.7226, 0.1423, 3.0206], [-0.6890, -0.5123, 3.6681], [-0.7239, -0.5672, 5.0546], [-1.7637, 0.0253, 5.7548], [-2.7782, 0.6892, 5.0764], [-2.7682, 0.7573, 3.6932], [0.1251, -0.9645, 3.1184], [0.0725, -1.0762, 5.5803], [-1.7821, -0.0208, 6.8354], [-3.5818, 1.1613, 5.6248], [-3.5521, 1.2674, 3.1536], [1.8833, -2.5511, 2.5674], [1.3105, -3.5348, 1.6947], [1.9997, -4.7574, 1.4446], [0.9320, -2.7796, 0.2531], [-0.3392, -2.7038, 0.1288], [-0.9142, -2.0923, -0.8910], [-1.1839, -3.2981, 1.1943], [-2.5607, -3.3204, 1.3212], [-3.0940, -3.8945, 2.4702], [-2.2680, -4.4299, 3.4531], [-0.8817, -4.4050, 3.3221], [-0.3730, -3.8285, 2.1795], [-3.1996, -2.9063, 0.5514], [-4.1671, -3.9310, 2.6022], [-2.7110, -4.8737, 4.3348], [-0.2355, -4.8157, 4.0860], [0.9422, 5.2596, -0.3273], [1.0767, 3.8265, -0.7797], [1.7940, 3.6336, -2.0841], [2.0641, 2.3621, -2.3840], [0.0920, 1.7579, -0.7810], [-0.2222, 3.1448, -0.8451], [3.9584, 0.6462, -2.9445], [1.9241, 5.7311, -0.2832], [0.5010, 5.3143, 0.6695], [0.3188, 5.8230, -1.0211], [2.4489, 4.4244, -2.4336], [-0.7730, 3.3404, -0.0121], [5.0347, 0.5229, -2.8255], [3.7268, 0.4397, -3.9905], [3.4825, -0.1086, -2.3160]], "mulliken_charge": [-0.094, -0.118, 0.029, -0.826, 0.288, 1.716, -2.063, -0.499, 0.480, -0.005, 0.200, -0.845, -0.324, -0.940, -0.081, 0.524, 0.505, 0.532, 0.926, 1.048, 0.473, 0.506, 0.456, 0.426, 0.524, -0.293, -0.848, 1.577, -0.488, 0.377, -0.075, -0.972, -0.526, -0.589, -0.504, 0.450, 0.471, 0.434, 0.416, 0.518, -0.624, 1.230, -0.702, -0.547, 0.616, -0.761, 0.643, -0.364, -0.647, -0.583, -0.689, 0.004, 0.492, 0.435, 0.433, 0.506, -1.806, 0.970, -1.645, 0.491, 0.039, -0.863, -1.413, 0.381, 0.419, 0.412, 0.405, 0.343, 0.503, 0.308, 0.229], "gap_ev": [7.60, 7.55], "energy_ha": -5934.5732, "de_lowest_ev": 4.917, "charge": 1, "spin_multiplicity": 2}

3.
{"formula": "C4H12N2O2", "method": "ωB97M-V with the def2-TZVPD basis set", "elements": ["C", "C", "N", "C", "O", "C", "N", "H", "H", "H", "H", "H", "H", "H", "H", "H", "H", "O", "H", "H"], "coordinates": [[-2.0247, 0.7666, 1.2660], [-1.9607, -0.6982, 0.7004], [-0.9652, -0.9677, -0.3536], [0.3853, -0.8377, -0.5136], [0.8814, -1.0158, -1.6121], [1.2565, -0.8763, 0.7312], [2.5372, -0.1973, 0.6581], [-2.5636, 0.9006, 2.1703], [-0.9689, 1.3214, 1.2818], [-2.3724, 1.3587, 0.4973], [-2.9869, -0.8528, 0.3525], [-1.9239, -1.4651, 1.4254], [-1.3820, -1.2847, -1.2667], [0.6968, -0.2927, 1.5411], [1.4128, -1.9603, 0.7752], [2.8555, 0.4648, 1.4604], [2.8960, -0.0570, -0.3322], [-0.0765, 2.7941, -0.9810], [0.1443, 2.9681, -1.8934], [0.8112, 2.7003, -0.5040]], "mulliken_charge": [-0.919, -0.573, -0.165, 0.365, -0.651, -0.137, -0.526, 0.362, 0.131, 0.359, 0.362, 0.317, 0.242, 0.256, 0.156, 0.218, 0.215, -0.628, 0.300, 0.316], "gap_ev": 9.55, "energy_ha": -419.5504, "de_lowest_ev": 2.669, "spin_multiplicity": 1}